# 1
Density functional theory data (the ωB97M-V functional and the def2-TZVPD basis) for C21H52F2N11O20S4 as an isolated structure in a non-equilibrium geometry.

Geometry as XYZ:
```
110
Properties=species:S:1:pos:R:3:forces:R:3
O -1.609683 1.386635 6.427239 -0.78 -0.52 -0.30
C -3.241803 -3.143622 -2.860040 0.20 -0.67 1.04
S 1.803857 5.133679 -2.901441 0.20 -0.83 -0.76
H -1.717111 -0.913762 3.197002 -0.11 -0.22 0.23
H 1.931719 -1.118623 3.187622 0.07 0.14 -0.14
S -2.554843 0.319791 6.250829 0.16 0.52 -0.03
N 3.392499 -4.983752 0.046921 -0.26 -1.13 -0.35
H 0.953571 -2.773187 -3.391667 -0.56 0.45 0.30
H -4.864773 3.577144 -1.233932 -0.07 0.02 -0.07
H -4.328654 -3.156691 -2.939228 0.04 0.08 -0.43
H -2.735120 5.086326 -2.563508 -0.39 0.07 -0.07
O -3.169558 -0.235243 7.422387 0.52 -0.07 -1.53
H 3.577664 2.392794 -2.779539 -0.71 0.22 0.74
H -2.270957 2.136755 -1.780318 0.33 0.21 -0.33
H 3.454398 -4.049411 -0.307411 0.36 0.13 0.36
O 3.237283 4.409917 -3.150883 -0.84 0.58 0.69
O -3.891160 3.690559 -3.668094 -0.11 -0.09 -0.56
H 0.304417 5.738739 1.463904 0.13 -0.01 0.05
C -0.160303 5.227416 4.060941 -0.64 0.29 -1.29
S 1.710415 -1.406342 -0.166628 2.21 -6.77 -2.14
F 3.140035 -2.111576 0.064154 0.12 0.06 0.39
H 1.025378 2.226175 -2.883463 0.03 0.61 0.37
C 0.791580 -4.042380 -4.971099 -0.92 1.00 -1.15
C 1.523219 2.771322 -3.690631 1.45 -1.09 0.80
N -1.742132 -5.114111 1.648662 -0.08 0.18 -0.27
H 5.282804 -0.394520 -1.557791 0.10 -0.07 0.12
O -0.961128 5.964151 3.102635 -0.31 0.29 -0.45
C -2.746814 4.037498 -2.848741 0.23 -1.91 -0.39
H -2.411376 -5.859822 1.645637 0.15 -0.18 0.11
C -4.287449 2.743661 -1.641186 -0.92 -0.42 1.06
H -1.777715 3.704225 2.193071 0.09 -0.53 -0.18
H -3.246675 -0.931209 -2.479674 -0.37 -0.20 -0.18
O 0.126895 0.690016 -1.125633 0.77 -0.59 -0.16
O 1.348026 4.985661 -1.528586 0.72 0.13 -2.12
H -1.935059 -4.741739 -2.086062 0.34 0.40 0.28
N 1.802226 -4.762433 -4.469606 0.99 -0.65 0.27
H 3.595041 2.752395 -4.367987 -0.22 0.94 -0.45
O 6.334883 1.946598 -1.455149 -0.76 -0.02 0.67
H -0.388792 3.009153 4.069897 0.00 0.10 0.10
N 4.829390 0.300234 -1.001603 -0.54 0.68 0.87
H -5.656348 2.594479 -3.379804 0.00 0.29 -0.08
C -1.931769 -0.166211 3.956706 -0.41 0.33 -1.30
N 2.016180 -0.516334 3.985917 -0.57 -0.61 0.58
H -3.300551 1.416460 3.319624 0.32 0.01 0.10
H -2.723016 -3.426452 -3.772053 -0.34 0.38 -0.32
H 1.771853 -0.892200 4.886257 -0.05 -0.02 -0.07
N 3.240893 1.017978 2.800204 -0.08 -0.08 -0.40
H 1.025530 3.612244 3.193783 0.10 -0.06 0.54
O 1.590978 -1.588432 -1.595197 -0.45 0.69 1.26
H 3.995353 0.173480 -0.446035 0.34 -1.09 -0.61
H 2.277467 -5.402744 -5.079664 -0.26 0.00 -0.15
H 1.411670 2.093339 -4.537183 -0.24 0.70 -0.45
H -2.398773 -1.338337 -0.194366 0.54 -0.92 0.79
N 2.310269 -7.000171 -0.139096 0.54 -0.19 0.84
C 3.033449 3.037419 -3.473945 1.15 -1.88 -0.23
O -2.687326 -3.500305 -0.551035 0.98 0.02 0.74
C -2.962734 -2.122211 -0.705153 -1.17 0.47 -1.48
H 2.561670 -7.102964 0.826712 -0.29 -0.26 0.08
F 1.423912 2.197808 0.173639 0.06 -0.40 -0.03
N 0.129474 -4.170289 2.631256 -0.59 0.52 -0.89
C -2.816942 3.073291 -1.660325 0.07 0.68 0.25
O 3.043729 1.213350 5.053284 -0.32 -0.39 -0.21
O -0.091276 0.724402 1.263703 0.68 -0.68 0.34
C 5.297360 1.575797 -0.897560 2.04 0.12 -2.28
C -3.349803 0.455857 3.841399 0.86 0.96 -0.67
H -0.213754 3.351708 1.318568 -0.33 -0.18 0.09
O 1.833507 6.400948 -3.572090 -0.23 -1.09 1.00
H -0.520407 -2.603964 -4.402019 0.12 0.41 0.12
H -4.134718 -0.062783 3.289989 0.09 -0.75 0.66
H 4.373731 3.373008 -0.258638 0.69 0.06 -0.32
H 0.084426 -3.497653 1.875594 0.55 0.08 0.58
C -2.766057 -1.866672 -2.185566 0.36 0.73 -0.59
H -1.905506 -4.378768 0.972579 0.22 0.09 0.14
H -4.202440 1.579956 -3.409463 0.18 0.14 -0.50
H 1.791183 -7.742541 -0.562728 -0.01 0.22 -0.44
H 0.841227 -4.192332 3.331848 0.19 0.00 -0.10
C -0.717920 -5.217894 2.542490 -0.45 -1.40 0.84
C -4.603838 2.555776 -3.114789 1.16 0.90 0.90
H -3.590390 -4.967287 -1.634945 -0.19 0.11 -0.14
C -0.017353 3.821112 3.446891 0.73 -0.20 -0.18
O -1.885912 -0.754371 5.245367 -0.26 -0.13 1.20
C 2.707427 -5.857034 -0.743007 -0.52 0.75 -1.06
H 3.689115 1.914043 2.737222 0.05 0.00 0.28
O 2.433637 -5.567147 -1.909929 0.03 -0.44 0.61
H -0.725092 5.276079 4.987753 0.32 -0.07 0.18
H -1.712702 -1.675859 -2.400724 0.18 -0.27 0.17
H -2.400429 3.600306 -0.800041 -0.30 -0.33 0.34
H -4.511736 1.862784 -1.030795 -0.01 0.02 -0.08
H 2.890692 0.630410 1.928980 0.21 0.08 0.77
O 0.321531 -4.176710 -6.107271 0.24 -0.31 0.63
C -0.680098 5.406110 1.815243 0.56 -0.13 0.40
H -1.389539 5.667893 1.030787 -0.32 0.44 0.44
N 4.439417 2.373090 -0.229278 -1.13 0.15 1.14
O 1.060338 4.069274 -3.910674 -1.33 1.62 0.48
H 2.018157 -4.868343 -3.481000 -0.25 0.22 -0.23
H -1.816929 3.795602 -3.368650 -0.09 0.41 -0.45
H 0.793874 5.757216 4.093700 0.12 -0.23 0.53
O -0.608926 -6.217602 3.261430 0.03 0.42 -0.21
O 0.847442 -2.212890 0.677878 0.45 1.90 -0.64
H 3.716736 -5.324251 0.929877 0.16 0.72 0.26
O -3.704376 0.726934 5.186915 -0.37 -0.04 1.26
C -2.834954 -4.194279 -1.797468 -0.47 -0.12 -0.09
C 2.770178 0.608249 4.024333 0.91 1.06 -0.26
C -0.709980 3.922331 2.098613 -0.56 0.31 -0.17
N 2.225349 -0.030202 0.332051 -3.16 1.03 -0.42
S 0.787319 0.729219 0.140099 -1.50 4.70 0.82
H -1.190684 0.625184 3.841007 0.12 -0.07 0.28
H -4.025345 -1.973538 -0.469179 0.02 0.13 0.17
N 0.338663 -3.041805 -4.139981 0.51 -1.03 -0.01
H 3.569720 1.924993 -0.013059 -0.27 0.35 0.16
```
Forces are in eV/Å.

Output
energy: -128740.8720 eV
highest occupied orbital energy: -7.518 eV
E_LUMO: 1.7 eV
charge: -1
orbital gap: 9.1782 eV



# 2
Density functional theory data (the ωB97M-V functional and the def2-TZVPD basis) for C21H52F2N3Ni2O17PS2 as an isolated structure in a non-equilibrium geometry.

Geometry as XYZ:
```
100
Properties=species:S:1:pos:R:3:forces:R:3
C -1.447260 -0.230680 -5.762809 0.05 0.27 -0.02
C 1.410815 -3.025778 0.804970 -0.32 -0.81 -0.96
O -1.405616 2.905503 3.804480 0.23 -0.74 0.73
H -2.143748 -2.843458 0.642097 0.02 -0.28 -0.06
O -0.698209 5.869465 -1.338570 0.43 -0.25 -0.11
S -3.699983 3.575923 0.355738 -3.01 -0.90 0.49
H 0.274769 -0.431741 -2.757966 -0.39 0.21 0.23
H -4.218019 -2.025494 1.065937 -0.01 -0.13 0.07
O 2.782838 -2.918888 1.111611 -0.50 0.71 0.41
H 7.152200 -3.087492 -1.267197 -0.42 -0.75 -0.03
H -6.811798 -1.925304 -3.037211 0.43 0.06 0.10
H -2.460201 -0.572013 -5.522109 -0.01 0.26 0.48
C -7.200894 -1.896715 -2.009433 -1.92 0.18 -0.80
O -1.088914 1.502050 -4.005952 -1.23 0.53 0.26
O -2.614581 3.809596 1.361426 1.06 0.18 1.04
H -1.382649 -1.014103 -3.345461 0.22 -0.30 0.69
P -0.682871 0.570065 0.298260 -1.08 2.16 -0.84
C 7.461944 -3.299278 -0.239581 0.53 -0.34 0.55
Ni -2.166362 2.042599 -2.308553 2.06 0.80 0.31
H 2.580542 -0.894688 1.623466 -0.28 -0.06 -0.11
H -1.970561 -3.252682 -3.132152 -0.15 -0.19 0.02
H 1.123748 -4.078214 0.845051 0.11 -0.01 0.27
O 0.077212 4.149136 0.143515 0.82 -0.07 1.99
H 5.026368 -0.466215 1.429173 -0.24 0.11 -0.18
H -8.776144 -0.058218 -3.202504 -0.55 0.02 -0.03
H -1.000021 -4.501483 -2.180891 -0.18 -0.04 -0.72
H 1.051348 4.900418 2.851313 -0.12 -0.02 -0.19
H -9.605289 -0.689070 -1.667961 -0.12 -0.22 -0.41
Ni -0.774898 3.564248 1.812173 -1.16 -0.02 -1.48
C 2.093483 3.284010 2.163462 -0.66 0.36 0.81
O -0.334809 1.697870 1.228160 0.39 -1.93 -0.34
S -0.068236 4.554903 -1.282422 -1.04 0.04 -1.52
C 3.168825 -1.549340 0.975455 1.08 -0.12 0.46
O 4.456007 3.561353 1.731436 0.67 0.22 -0.16
H 8.838891 -5.493396 -0.051678 0.23 -0.46 0.18
H -3.403239 2.595068 3.602794 -0.09 -0.19 -0.11
H 0.345012 0.578833 -5.175706 0.36 0.44 0.35
H 1.242334 -2.726365 -0.235266 -0.07 0.19 0.02
H 0.604815 4.369749 4.978248 -0.58 0.23 -0.44
C 4.604788 3.874892 0.353405 0.03 1.02 0.07
H -6.881255 -2.858043 -0.117060 0.24 0.14 0.19
H -2.604943 1.692858 4.971301 -0.20 0.12 0.10
O -1.498541 0.752052 -0.931696 0.96 -1.11 0.80
C -0.360065 -0.729255 -3.587458 0.43 0.09 -1.37
H 8.554341 -3.335489 -0.268036 0.07 0.69 0.19
H 0.129834 1.501769 3.915016 0.02 -0.09 -0.03
O 7.070670 -4.578570 0.294196 -0.04 0.40 -0.18
N 5.400817 -2.282571 0.484471 -0.25 0.07 -0.27
H 3.211889 5.216094 2.120246 -0.19 -0.09 -0.62
F 0.653908 -0.185202 -0.145907 -1.05 0.20 0.99
O -4.781777 2.821266 1.050174 0.93 0.50 -0.05
C -8.790099 -0.105765 -2.110420 1.22 0.18 0.73
C -2.542688 2.019416 3.930742 0.59 0.32 -0.24
C -1.584475 -3.575687 -2.166428 0.96 -0.14 1.41
C 3.345027 4.154451 2.351972 -0.12 -1.13 0.72
H 3.852148 3.372642 -0.250600 0.16 -0.02 -0.27
O -0.935215 3.517177 -1.917679 -0.15 0.11 -0.43
C -2.771487 -2.735264 -0.250403 0.27 0.36 -0.39
C -0.589406 0.392384 -4.618274 -0.68 -0.67 0.63
H 7.718454 -6.250557 1.167330 0.19 -0.21 -0.26
H 8.749070 -4.929500 1.625211 -0.30 0.67 -0.04
C 4.631250 -1.485277 1.417948 -0.29 -0.11 -0.42
H -4.523703 -1.929167 -1.678371 -0.43 0.13 -0.24
H 4.657028 -1.832135 2.462853 0.22 -0.20 0.03
H 4.540818 4.959818 0.196770 -0.63 0.01 0.08
H 3.074525 -1.256789 -0.070666 -0.10 0.21 0.00
H 0.724534 -2.444925 1.426118 0.31 0.14 0.27
H -2.390858 1.142564 3.301109 -0.12 0.03 -0.17
C 8.161076 -5.329333 0.791031 -0.41 -0.30 -0.51
H 7.135247 -1.225354 0.322546 0.29 -0.14 -0.19
H 0.168769 -1.533896 -4.117117 -0.24 -0.36 0.21
O -7.532802 -0.571366 -1.663677 0.60 -0.21 0.69
N -5.064070 -1.946582 -0.819569 0.10 -0.48 0.42
O -2.563227 -3.796981 -1.167926 -0.64 -0.19 -0.22
H -8.819377 0.884528 -1.654912 -0.34 0.16 -0.44
C -6.338821 -2.647344 -1.035854 1.42 0.58 -1.13
H -1.531886 0.518083 -6.553900 -0.03 -0.15 -0.14
H 4.992408 -3.204885 0.420389 0.34 -0.16 0.14
O -3.180684 2.711176 -0.708962 0.28 -0.98 -1.24
C 0.803189 3.538053 4.303372 0.32 -2.04 1.31
H -6.058553 -3.569406 -1.565171 -0.67 -0.53 0.32
H -0.414308 2.171148 5.493825 -0.04 -0.07 0.06
H 1.775206 3.133009 1.133309 0.18 0.21 -0.08
F -1.491065 -0.458665 1.191589 1.01 -0.31 -0.20
H -0.866493 -2.833834 -1.799593 -0.11 0.22 -0.31
O -4.171928 4.831366 -0.161377 0.00 0.84 -0.20
C 6.839592 -2.239269 0.621382 -0.50 0.80 0.67
H 7.118965 -2.311146 1.685105 0.35 -0.38 -0.03
H 5.638643 3.723344 0.041406 -0.09 -0.91 0.13
C -4.212240 -2.636906 0.153183 -0.47 0.74 0.93
O 1.239335 4.459631 -1.916696 0.62 0.41 0.22
H -4.630670 -3.610082 0.441326 0.20 -0.17 -0.20
C -0.217519 2.392111 4.443123 -0.76 1.61 -0.76
N 0.942186 3.891056 2.908086 0.59 1.15 -0.52
H -0.922060 -1.121707 -6.122525 0.09 0.11 -0.30
H 1.682131 3.074533 4.781927 0.55 0.33 -0.57
H 2.177732 2.318044 2.664718 0.63 -0.15 -0.36
H -8.170340 -2.419271 -2.088754 0.15 -0.42 0.04
H -2.471001 -1.783273 -0.704030 -0.08 0.03 -0.02
H 3.581128 4.139858 3.422536 0.03 0.01 0.08
```
Forces are in eV/Å.

Output
energy: -180381.3171 eV
highest occupied orbital energy (alpha / beta): -2.186 / -2.162 eV
2S+1: 5
E_LUMO (alpha / beta): 3.4 / 3.4 eV
charge: -2
orbital gap (alpha / beta): 5.5651 / 5.5405 eV